Record 1
C10H26N2O7PSn as an isolated structure at a distorted geometry, computed with ωB97M-V with the def2-TZVPD basis set.

Geometry as XYZ:
```
47
Properties=species:S:1:pos:R:3:forces:R:3
H -2.60029 -12.09496 -19.99581 0.24 -0.13 -0.54
H -5.05031 -10.41378 -19.50896 0.54 0.97 0.93
H -2.98112 -11.24916 -18.73663 -0.47 -0.13 0.90
H -6.78331 -8.28370 -22.00952 -0.37 -0.17 0.40
H 0.57804 -15.85595 -18.56826 1.04 0.61 0.18
H -0.28159 -7.80261 -14.63264 -0.03 -0.62 -0.16
C -6.41538 -9.27820 -21.75714 1.06 -0.71 -0.51
H -0.89722 -15.54917 -17.84098 -0.74 0.15 -0.64
H -6.17559 -9.76470 -22.70261 -0.45 -0.33 -0.38
O -3.75363 -11.16830 -17.16910 0.09 0.52 0.24
H -2.86812 -9.34767 -22.34702 0.29 -0.05 -0.18
O -3.28265 -9.75333 -15.21809 2.75 0.88 -0.35
H 3.11763 -8.60024 -15.46426 0.07 -0.21 -0.07
H -1.24263 -9.74684 -21.63925 -0.01 0.30 -0.19
H -0.37942 -14.62615 -19.39318 -0.55 -0.36 0.19
N -2.38490 -11.21407 -19.55112 0.04 0.74 0.47
H 0.49351 -6.94431 -15.97260 -0.49 -0.24 -0.39
C 2.66237 -10.68349 -16.19373 1.30 2.62 1.47
O -5.18106 -9.08352 -21.12344 2.11 0.45 1.41
O -5.62699 -9.20156 -16.31390 4.11 -3.79 -0.03
H 0.89772 -14.28646 -15.62145 -1.03 0.38 0.14
H 3.69150 -10.94108 -15.94342 0.32 -0.37 0.10
C 2.32053 -12.97888 -16.54050 -1.44 -1.49 -0.85
H 1.38537 -7.24261 -14.62241 0.35 -0.67 0.37
H 1.77202 -15.08356 -16.74865 0.09 -0.06 -0.96
O 0.22947 -13.88582 -17.62648 1.73 -0.50 0.65
H 3.21930 -13.34862 -16.04693 -0.10 -0.09 0.69
H 2.73503 -10.32375 -17.22008 -0.60 -0.50 -0.28
C -0.12560 -15.03749 -18.41621 -0.64 0.21 0.58
H 1.68441 -11.90274 -14.93201 -0.05 -0.04 0.23
H -7.08906 -9.92293 -21.19272 -0.30 0.33 0.15
P -4.44618 -10.30584 -16.04947 -2.67 3.10 -0.42
H 2.71472 -12.78567 -17.53819 -0.47 0.45 -0.21
C -2.28356 -10.04972 -21.75246 -0.39 0.03 1.38
O -5.05645 -11.29233 -14.96401 -0.55 -1.09 -0.16
H -2.64953 -9.13171 -19.86329 -0.12 -0.10 0.41
N 1.75085 -11.76500 -15.93037 -0.02 -0.25 -1.08
H -2.24209 -11.03434 -22.21820 -0.40 -0.08 -0.01
Sn -0.95294 -10.66169 -16.84197 -3.07 0.04 0.48
C 1.24114 -14.13722 -16.64511 1.37 0.84 0.61
C 0.62623 -7.73287 -15.23189 0.21 1.36 -0.41
C -4.51151 -10.16995 -20.42458 -1.14 -0.55 -0.70
O 1.07283 -8.92564 -15.89596 0.77 0.14 1.13
C -2.92454 -10.08498 -20.31467 -1.05 0.03 -2.21
H -4.80768 -11.09685 -20.91573 0.64 -0.43 -1.01
C 2.38105 -9.39496 -15.34607 -2.31 -1.24 -1.51
H 2.19274 -9.63431 -14.29947 0.32 0.05 0.15
```
Forces are in eV/Å.

Output
spin multiplicity	2
LUMO level (spin up / spin down)	-2.229 / -2.227	eV
frontier orbital gap (spin up / spin down)	5.23 / 4.83	eV

Here are the natural (NBO) charges for atoms 1 to 4, given in e: number 1, H, carries 0.364; number 2, H, carries 0.214; number 3, H, carries 0.423; number 4, H, carries 0.196

=====

Record 2
An isolated ion of composition C10H26NSi and charge +1 at a distorted geometry, computed with ωB97M-V with the def2-TZVPD basis set.

Geometry as XYZ:
```
38
Properties=species:S:1:pos:R:3:forces:R:3
H -3.04172 1.25938 -0.43838 -1.34 2.21 -0.50
H 2.02762 2.01894 0.96920 0.11 0.97 -0.56
C -2.50806 0.41215 -0.22927 3.33 1.59 0.77
C -1.26892 1.25933 1.75836 -1.96 1.67 -3.15
C 2.50757 -1.21247 0.30989 -0.15 1.14 -5.01
N -0.21085 -0.97796 -1.25111 1.00 -0.10 -2.81
H 1.76561 1.85810 -1.29513 -0.72 -0.76 0.54
H 0.68627 -1.51344 -1.55996 -1.18 2.28 0.81
H -1.75183 2.74323 -0.80464 -0.78 -0.25 -0.16
Si -0.48186 -1.66806 1.48179 -1.11 0.85 0.37
C 1.91838 0.75400 -1.25607 0.41 2.31 3.59
C -1.12019 -2.13793 -1.57886 2.13 -1.58 3.17
H 0.07901 -2.93220 1.08034 0.51 -0.54 -0.15
H 1.18675 0.98042 2.04133 2.18 -0.35 -0.59
H -0.20891 2.76383 -0.38127 3.00 2.53 1.94
C -1.08125 0.89103 0.26943 -1.19 -0.41 -2.15
H 1.53293 0.39284 -2.11090 -1.37 -1.61 -2.90
H -1.45121 0.37925 2.27565 0.11 -1.44 1.49
H -0.44341 -0.18552 -1.98882 0.89 -1.93 1.80
H -0.71260 -3.12918 -1.07256 -1.06 2.21 -1.31
H -2.06611 -1.87766 -1.32073 -2.72 0.08 1.72
C -0.89156 2.11025 -0.70404 -1.31 -1.44 2.13
H -0.40236 1.82332 2.01342 -0.08 0.68 1.10
H 2.27549 -1.56599 1.22475 -0.16 -1.76 3.04
H 3.61710 -1.06374 0.10170 -1.54 0.23 0.63
H -2.58297 -0.16513 -1.05671 0.10 -1.74 -2.57
H -0.46581 1.90585 -1.61178 0.39 -1.13 -2.75
H -0.12220 -1.32776 2.94208 -0.14 -0.19 -1.23
H 2.94498 0.80032 -1.38228 2.37 -0.61 -0.26
H -2.97600 -0.01076 0.53366 -2.18 -2.35 3.17
H -1.98921 -1.82543 1.25534 0.92 0.05 0.48
C -0.03862 -0.28972 0.12193 1.71 -0.91 0.78
H -2.30619 1.75673 1.76430 1.91 0.11 0.46
C 1.60934 0.03586 0.12104 -0.24 2.00 -0.94
H 2.18065 -1.89418 -0.51648 0.48 -0.36 0.88
C 2.04802 0.99950 1.26466 -4.92 -0.14 0.11
H 2.98642 0.77806 1.62034 1.93 -0.67 1.13
H -1.24431 -2.14526 -2.59021 0.67 -0.65 -3.06
```
Forces are in eV/Å.

Output
spin multiplicity	1
SMILES	C[NH2+]C([SiH3])(C(C)(C)C)C(C)(C)C
LUMO level	-2.903	eV
frontier orbital gap	10.99	eV
total charge	+1

Here are the natural (NBO) charges for atoms 1 to 4, given in e: number 1, H, carries 0.225; number 2, H, carries 0.221; number 3, C, carries -0.603; number 4, C, carries -0.607

=====

Record 3
A 3-piece molecular cluster, C10H26O2S2 overall at a distorted geometry, computed with ωB97M-V with the def2-TZVPD basis set.

Geometry as XYZ:
```
40
Properties=species:S:1:pos:R:3:forces:R:3
H 1.96897 -3.87695 -0.74086 -0.05 -0.13 -0.15
H -0.91888 4.03526 -0.49278 -1.27 0.94 -1.76
C 0.83266 -1.45160 -2.44426 1.25 -1.83 0.55
S -2.99951 5.04977 -1.29991 -1.16 -0.12 -0.95
H -2.00063 3.93373 0.67865 -0.92 0.48 0.04
C 1.59977 -5.29796 2.05310 0.08 0.33 -0.12
H 1.28099 -5.60914 3.04792 0.56 -0.58 -0.12
H -3.19088 6.06839 0.99548 -0.61 -0.29 -0.38
H -1.74579 -0.09415 0.12484 0.80 -0.09 -0.19
H -0.13932 -1.26748 -1.98661 -0.09 0.45 -0.32
H 1.26509 -0.64328 -3.03394 -0.50 0.20 0.09
H -2.73481 1.23814 -0.01737 0.17 0.37 0.07
C 1.49124 -2.97981 -0.34715 0.03 0.54 -0.80
H -2.36984 2.79482 -0.56147 0.06 1.04 -0.74
H -3.39352 7.21229 -0.43372 0.02 -0.04 0.30
O -2.37453 5.57231 -2.61606 -0.15 -0.84 2.66
C -1.97941 3.80007 -0.40291 -3.08 3.34 -0.95
H 0.65617 -0.35301 -0.44808 -1.25 1.49 0.26
H 1.41072 -6.08199 1.31985 -1.30 0.16 -0.12
C 0.95801 -3.89381 1.86020 -0.37 -1.54 1.56
H -1.71176 1.08394 1.41589 0.42 0.43 -0.09
O -0.10823 3.14391 0.31173 4.57 -3.20 1.89
H -1.81691 6.52065 0.07343 0.12 0.45 -0.12
H 0.41951 -3.14552 -0.45691 -0.19 -0.14 0.17
H 0.70166 -2.31534 -3.09609 -0.05 0.02 -0.16
C 1.82863 -1.79052 -1.28130 0.51 0.21 -0.03
H -0.06085 -4.07771 1.51930 0.02 0.46 -0.68
H 1.78696 -0.82109 -0.78475 1.69 -1.87 0.14
H 1.53778 -1.91794 1.55031 -0.20 0.31 -0.25
H 0.78237 -3.37856 2.80453 0.07 -0.84 0.72
C 1.78641 -2.90398 1.15787 -0.06 1.33 -1.56
H 2.67406 -5.32719 1.87105 0.40 0.70 1.04
C -2.88843 6.34164 -0.01545 1.19 0.03 -0.65
H 2.82346 -3.02170 1.47215 0.22 -0.21 -0.47
H 1.10934 0.73632 0.87127 -0.21 0.00 0.15
H 2.87464 -1.89919 -1.56793 -0.05 0.03 -0.65
C 0.90872 0.67754 -0.19850 -0.58 1.89 1.01
C -1.73596 0.97603 0.33150 -0.18 -0.57 -0.57
S -0.36890 1.96167 -0.57194 0.26 -2.86 1.52
H 1.84113 1.00133 -0.66095 -0.16 -0.05 -0.36
```
Forces are in eV/Å.

Output
spin multiplicity	1
LUMO level	0.489	eV
frontier orbital gap	8.38	eV

Here are the natural (NBO) charges for atoms 1 to 4, given in e: number 1, H, carries 0.207; number 2, H, carries 0.315; number 3, C, carries -0.617; number 4, S, carries 1.142

=====

Record 4
A 4-piece molecular cluster, C10H26O8Si overall at a distorted geometry, computed with ωB97M-V with the def2-TZVPD basis set.

Geometry as XYZ:
```
45
Properties=species:S:1:pos:R:3:forces:R:3
H -7.54903 0.94209 1.27779 0.08 0.02 -0.05
C 2.96594 0.90034 1.07274 0.26 -0.20 0.61
Si -1.58704 0.71604 -0.19710 0.24 0.24 0.59
H 2.54596 -1.69176 -0.31904 0.48 -0.09 0.36
H 2.92449 -0.71032 -3.27686 -0.04 0.07 0.15
H 1.37807 0.39971 -4.58200 -0.05 0.16 -0.06
H 2.90009 1.51919 0.15285 -0.06 -0.54 0.49
H 1.28665 1.60473 -3.27702 0.05 -0.06 0.05
O -4.11895 -1.84959 -0.94042 0.77 0.29 0.51
H 2.77267 1.55316 1.95947 -0.15 -0.48 -0.73
O -5.84514 0.74478 0.16504 0.20 0.09 -0.03
H 6.82190 3.07577 -0.63178 0.17 -0.07 -0.05
C -3.00916 -2.78631 1.45989 -0.14 0.08 2.00
H -1.65655 1.92076 -1.05274 0.27 -0.11 -0.07
O 5.48044 2.42193 0.80444 0.15 0.17 -0.02
H 0.38099 -1.29762 0.12941 0.41 0.66 -0.20
H 2.80097 1.40566 -4.18723 -0.11 0.12 -0.06
H -1.05762 -1.35256 -1.61087 -0.42 0.49 0.25
H 1.77489 -0.65142 2.08539 0.08 0.10 -0.72
H -3.02834 -1.22970 2.98534 0.50 -0.35 -0.37
O 2.92675 -1.46791 0.54820 -1.13 0.30 -0.36
C 0.84189 -0.27005 0.11815 0.22 -1.26 0.73
H -5.20998 0.05475 -0.07126 -0.27 0.06 -0.04
O -3.99044 -3.40510 1.72166 0.32 -0.03 -0.89
H -7.36185 -0.62955 0.46643 -0.10 -0.04 0.15
C -6.83717 0.16614 1.00098 0.29 -0.18 -0.17
C 1.93364 0.88477 -3.77577 0.15 -0.20 -0.08
H -1.40917 -1.46631 2.12551 -0.55 -0.07 0.65
C -2.29708 -1.95789 2.57958 0.35 -0.22 -1.12
H -2.70044 0.83685 0.76821 0.12 -0.08 0.09
C 6.76470 2.36375 0.19569 -0.13 0.25 0.14
O -2.38959 -2.77118 0.18919 0.04 1.10 0.29
H 5.36128 3.31845 1.13771 -0.05 -0.16 -0.01
H 1.13850 -0.04036 -0.94220 -0.14 0.09 1.03
H 6.91789 1.35650 -0.18759 -0.09 0.02 0.05
C -1.96936 -0.79064 -1.30689 -0.23 -1.50 -0.21
O 2.35335 -0.08319 -2.81884 0.03 -0.12 -0.05
H 4.02256 0.57059 1.18481 -0.79 0.26 -0.16
H -1.98442 -2.62190 3.41729 -0.26 0.33 -0.77
H -6.37775 -0.23964 1.90636 -0.18 -0.06 0.08
O -0.13420 0.63159 0.67034 -0.65 -0.33 -1.23
H -2.46759 -0.45289 -2.24719 0.32 -0.08 0.80
C 2.09081 -0.39062 1.04972 0.35 0.99 -0.50
H 7.54082 2.59008 0.93119 0.14 -0.05 -0.13
C -2.94439 -1.82112 -0.67856 -0.43 0.39 -0.92
```
Forces are in eV/Å.

Output
spin multiplicity	1
SMILES	CC(=O)OC(=O)C[SiH2]OC[C@H](C)O.CO.CO.CO
LUMO level	0.316	eV
frontier orbital gap	10.31	eV

Here are the natural (NBO) charges for atoms 1 to 4, given in e: number 1, H, carries 0.179; number 2, C, carries -0.642; number 3, Si, carries 1.432; number 4, H, carries 0.462

=====

Record 5
C10H27AuCl2O2P2S as an isolated structure at a distorted geometry, computed with ωB97M-V with the def2-TZVPD basis set.

Geometry as XYZ:
```
45
Properties=species:S:1:pos:R:3:forces:R:3
H -0.31406 0.74107 -3.41976 -0.10 -0.15 0.23
H 0.64524 -4.34303 -1.78296 -0.04 0.19 0.13
Cl 2.27814 0.26727 1.25114 -0.13 -0.35 -0.24
H 0.69284 2.74797 -2.90366 0.01 0.07 0.06
O -2.31186 -0.66193 -1.33036 3.24 0.93 -0.60
H -0.29696 -2.89073 1.86194 0.03 -0.40 -0.19
S -1.33366 -0.70413 2.23524 -0.30 3.33 1.74
H 2.85994 2.34927 -0.53736 0.00 0.18 -0.02
H -0.65996 4.16837 0.57294 0.14 -0.18 -0.05
H 2.16974 4.00737 -0.48156 -0.14 -0.17 0.03
O -0.86676 0.10967 1.01394 -3.11 0.32 2.60
C -1.21056 -0.31063 -1.72486 -5.17 -1.18 -1.36
H -1.00966 2.79917 -2.40306 0.06 0.15 0.01
H 2.43004 -2.65093 1.30294 0.07 -0.13 -0.10
C 0.00764 3.08617 -2.12306 -0.05 -0.68 -0.03
H -2.19696 1.52977 2.82254 0.11 -0.87 -0.16
Au 0.37614 -0.06723 -0.41856 5.25 -0.43 -2.26
C 2.32474 -2.89663 0.24404 -0.13 0.59 0.01
C -1.00396 -0.07913 -3.21876 0.01 0.21 -0.52
H -0.53676 -0.97333 -3.64426 -0.05 -0.03 0.22
H -3.37496 0.56037 1.85814 0.56 -0.29 0.39
H -3.13036 0.19007 3.60134 0.28 0.14 -0.50
Cl 1.98444 -0.20883 -2.20666 0.52 0.18 -0.08
H 1.09134 -2.83123 -2.62826 -0.06 -0.13 0.04
H -0.52696 -0.06173 4.42954 0.13 -0.09 -0.55
H -1.51626 -2.99643 0.57044 0.06 -0.16 0.07
C -2.62036 0.51507 2.67044 -1.08 -0.24 0.64
H -1.97776 0.08447 -3.68846 0.12 -0.06 0.14
H 2.48274 -3.96633 0.07204 -0.16 0.17 0.01
H 0.78034 -0.72223 3.40564 -0.52 0.47 -0.06
C -0.69346 3.07827 0.66484 0.00 -0.56 -0.06
H -0.38466 2.77267 1.66814 -0.10 0.17 -0.09
H 2.17714 2.95867 0.98154 0.09 0.13 -0.23
H -0.61576 -3.15523 -2.22066 0.07 -0.11 -0.01
C 0.41924 -3.27743 -1.89106 -0.07 0.57 0.01
H 0.06874 4.17627 -2.04126 0.03 -0.20 0.17
H -0.35276 -4.33193 0.80964 0.11 0.17 -0.12
H 3.05244 -2.30623 -0.31746 0.02 -0.15 0.03
C 2.08184 2.98227 -0.10696 -0.07 -0.31 0.01
H -1.71386 2.73067 0.48134 0.10 0.08 0.05
H 0.20554 0.98477 3.15224 -0.46 -0.72 -0.20
P 0.66004 -2.41163 -0.30296 0.36 -2.08 -0.20
C -0.48766 -3.24633 0.84574 0.08 0.39 -0.12
C -0.10086 -0.04863 3.40474 0.25 -0.92 1.38
P 0.44834 2.30217 -0.52856 0.02 2.14 -0.22
```
Forces are in eV/Å.

Output
spin multiplicity	3
LUMO level (spin up / spin down)	-8.041 / -10.990	eV
frontier orbital gap (spin up / spin down)	6.33 / 5.33	eV
total charge	+2

Here are the natural (NBO) charges for atoms 1 to 4, given in e: number 1, H, carries 0.271; number 2, H, carries 0.279; number 3, Cl, carries -0.271; number 4, H, carries 0.273